Record 1
74
Properties=species:S:1:pos:R:3:forces:R:3 method="wB97M-V/def2-TZVPD" charge=0
H 0.173 -2.085 0.727 0.1 0.2 0.0
Br -7.915 -5.649 -2.832 0.0 0.0 -0.1
C -0.104 1.450 -0.902 -1.3 -0.5 0.5
N -0.278 2.685 -1.460 1.4 -0.5 0.0
C 1.042 -5.125 3.901 0.0 -0.1 0.0
N 2.286 1.400 -1.219 -0.7 0.3 -0.1
C -2.640 1.418 -0.597 0.3 -0.3 -1.2
C 4.061 2.250 -3.285 0.6 0.7 -0.7
H 3.824 -0.106 -4.164 0.0 0.2 0.0
H 4.364 1.346 -2.738 -0.5 0.2 0.1
H 3.324 -3.573 0.272 -0.2 0.2 0.0
C 2.833 -2.815 0.894 0.0 0.2 0.2
C 0.127 -1.095 0.288 -1.2 0.3 -0.3
Br -5.424 -4.868 -4.668 -0.1 -0.1 0.1
H 3.308 2.540 -5.333 0.1 0.1 0.4
H -2.671 4.936 2.928 0.0 0.0 0.0
Br 0.235 -3.618 3.003 -0.3 -0.2 0.5
H 2.953 0.095 -5.494 0.3 -0.1 -0.2
H -4.632 -0.940 0.561 -0.1 0.4 0.4
C 1.596 6.289 1.225 0.0 0.0 0.1
H 1.825 -3.181 1.133 0.6 0.3 -0.1
C 1.136 0.827 -0.764 0.6 -0.1 -0.1
P 2.906 -1.203 -0.021 0.8 0.3 -1.5
Br 2.951 -0.708 4.619 -0.1 0.0 0.0
Br -1.011 3.981 4.494 0.0 0.0 -0.1
C -2.202 3.962 2.976 0.1 0.1 0.0
Br 2.967 -5.041 3.865 -0.2 0.0 0.1
C -5.877 -4.192 -0.084 0.0 0.0 0.0
H 3.447 -2.735 1.800 -0.4 0.0 0.0
N -3.751 0.475 -0.686 -0.2 0.5 0.6
C 3.372 3.242 -2.343 -0.2 -0.9 0.5
Br 2.271 7.542 2.524 0.0 -0.1 -0.1
Br 2.087 -1.417 7.609 0.0 0.0 -0.1
H 3.269 0.870 1.325 0.1 -0.1 -0.1
Br 0.369 -5.320 5.695 0.1 0.1 -0.1
N 3.713 0.515 -4.963 -0.4 0.2 -0.1
C 1.485 -1.118 5.803 0.0 -0.1 0.0
Br 0.108 0.227 5.715 0.1 -0.1 0.0
C 3.215 1.837 -4.496 -0.2 -1.0 0.2
C -1.148 -0.468 0.129 0.6 -1.5 0.5
C 0.853 3.190 -1.886 -0.3 0.8 -0.4
Br -4.130 -3.392 -0.248 0.0 -0.3 -0.1
H -2.012 -1.031 0.474 0.0 0.3 -0.1
O 5.285 2.853 -3.753 -0.5 -0.2 -0.1
H -2.590 1.942 -1.563 0.0 0.1 0.3
H -2.807 2.207 0.158 -0.2 -0.8 -0.4
Br -5.765 -6.050 0.409 0.0 0.2 0.1
H 4.757 0.374 0.446 -0.3 0.0 -0.1
H 0.753 -6.012 3.352 0.0 0.0 0.0
C -4.315 0.105 0.622 0.5 0.3 -0.4
H -5.154 0.764 0.888 0.0 -0.3 -0.2
H 0.812 4.173 -2.362 0.0 -0.2 0.1
Br -7.008 -3.197 1.118 0.1 -0.1 -0.1
Br -5.369 -7.579 -2.988 -0.1 0.1 -0.1
Br -3.611 2.669 3.190 0.1 0.1 0.0
C -1.262 0.749 -0.425 -1.1 1.5 -0.2
C 2.124 2.564 -1.793 0.6 0.4 0.0
H 0.688 5.863 1.632 0.0 0.0 0.0
C 1.229 -0.455 -0.155 1.4 -0.6 1.0
H 4.034 3.399 -1.480 0.0 0.2 -0.3
Br -1.236 3.715 1.324 0.2 0.4 0.4
H 4.266 -0.469 1.902 -0.2 0.0 -0.2
H 5.434 2.435 -4.612 0.3 0.1 0.1
H 3.160 4.211 -2.803 0.0 -0.2 -0.1
C 3.879 0.024 0.996 -0.1 -0.5 0.7
H 1.047 -2.045 5.456 0.0 0.0 0.0
H -6.923 -6.832 -4.759 0.0 0.0 0.0
H -3.467 -0.335 -1.220 -0.1 0.0 0.1
H 2.142 1.739 -4.265 0.2 0.4 0.3
C -6.470 -6.307 -3.929 0.1 -0.1 0.0
H -3.546 0.261 1.394 -0.3 -0.4 0.1
H -6.337 -4.150 -1.062 0.0 0.0 0.0
Br 1.122 7.156 -0.430 0.0 -0.1 0.1
Br 2.820 4.830 0.935 -0.1 0.1 0.0

Record 2
58
Properties=species:S:1:pos:R:3:forces:R:3 method="wB97M-V/def2-TZVPD" charge=+1
C 2.495 -6.816 -0.576 0.1 0.1 -0.1
C 1.302 5.588 -1.605 0.0 0.0 0.0
H -2.754 6.400 -6.986 0.0 0.0 0.1
N 0.775 4.323 -1.577 -0.1 0.0 0.0
H -1.998 4.585 -5.117 0.0 0.1 0.0
H -0.984 -1.716 -1.115 -0.1 -0.3 0.6
H 0.552 2.812 -0.086 0.1 0.1 0.0
H 2.263 6.794 -0.059 0.0 -0.1 0.0
C 0.940 2.027 3.381 0.1 0.1 0.0
C 2.460 -7.466 1.577 0.1 0.1 0.1
H -2.186 -5.199 1.412 0.4 -0.3 -0.6
C 0.552 0.243 4.673 0.0 -0.1 0.0
H 1.288 6.173 -2.512 0.1 0.0 0.1
C -2.185 6.588 -6.088 0.0 -0.2 0.0
C 1.424 2.313 4.631 0.0 0.1 -0.2
H -1.113 -4.179 -1.148 0.3 0.0 1.2
C 1.650 -7.141 0.517 -0.1 0.1 0.2
H -0.007 0.289 2.631 0.2 0.1 0.1
H 4.728 -6.807 -0.656 -0.1 0.0 0.0
H -1.675 -3.484 2.699 0.1 0.4 -0.3
N -1.192 -1.801 -0.116 -1.2 0.1 5.1
N 0.415 0.762 3.412 -0.1 0.0 0.0
C 3.790 -6.954 -0.145 0.1 0.1 0.0
C -3.329 -4.989 -0.250 -0.8 -0.2 0.1
N 3.759 -7.344 1.166 -0.2 0.0 -0.1
H 0.083 -4.715 0.111 -1.0 0.5 0.2
Br -1.670 1.123 0.312 0.1 -1.9 0.5
H -1.791 8.792 -6.137 0.0 -0.1 0.0
C 1.785 5.873 -0.355 0.0 0.1 -0.1
C -1.818 5.647 -5.161 0.0 -0.1 0.0
H 0.354 3.851 -2.359 0.1 0.0 0.1
H 0.194 -0.749 4.906 0.1 0.0 0.0
C 1.178 1.182 5.451 -0.1 -0.2 0.0
C -1.025 7.618 -4.461 0.1 0.1 0.0
H -3.442 -5.579 -1.200 0.2 0.5 0.9
H 4.567 -7.516 1.740 -0.1 0.0 -0.1
H -4.136 -5.305 0.475 0.8 0.2 -1.0
H -0.507 8.294 -3.800 0.0 0.0 -0.1
H -0.709 5.835 -3.368 -0.1 0.2 0.0
H 0.570 -7.138 0.526 0.0 -0.1 0.0
N -1.107 6.281 -4.176 0.0 0.0 -0.1
C -0.963 -4.323 -0.037 -1.1 0.2 0.4
H 0.925 2.611 2.474 0.0 0.0 0.1
N -1.580 -2.755 1.993 0.6 3.1 -4.1
C -1.245 -2.937 0.672 1.1 -1.9 -2.0
C -1.682 7.838 -5.644 0.1 0.1 0.1
C -1.771 -1.334 2.102 0.2 0.7 -1.8
C -1.532 -0.745 0.803 -0.5 -0.8 2.0
H 2.188 -6.517 -1.567 0.1 -0.1 0.0
H -2.086 -0.868 3.071 0.4 -0.4 -1.3
N -2.023 -5.268 0.401 0.0 0.7 -0.2
H 2.224 -7.771 2.584 0.0 0.0 -0.1
C 0.911 3.803 -0.317 0.0 0.0 0.0
H -3.521 -3.902 -0.492 0.3 -0.9 0.3
H 1.790 4.629 1.506 0.0 0.0 -0.1
C 1.538 4.742 0.463 -0.1 -0.2 0.0
H 1.902 3.234 4.926 0.0 -0.1 0.0
H 1.431 1.069 6.493 0.0 0.0 -0.1

Record 3
67
Properties=species:S:1:pos:R:3:forces:R:3 method="wB97M-V/def2-TZVPD" de_lowest_kcal_mol=0.0 smiles="C[N+](=O)[O-].C[N+](=O)[O-].c1ccncc1.c1ccncc1.c1ccncc1.ClCCl.ClCCl.ClCCl.ClCCl" charge=0
C 1.494 -3.551 2.848 0.1 0.1 0.2
C 0.246 0.102 -0.557 0.7 0.4 -1.1
H -0.724 6.239 1.178 0.1 0.1 0.2
Cl -1.167 -0.415 -1.496 -0.2 0.0 0.3
H -2.967 -0.135 3.124 0.0 0.1 0.1
H -0.922 4.086 2.290 0.2 -0.3 0.2
H -0.529 -6.239 2.593 0.0 0.1 0.0
H 1.011 -0.518 4.623 -0.1 0.0 0.2
C 4.559 0.492 -2.818 0.2 -0.1 0.1
H 1.183 6.659 -0.349 0.0 -0.1 -0.2
H 1.106 -0.040 -1.206 0.0 -0.2 0.1
H -0.963 -4.072 -0.060 0.1 0.3 0.2
C 1.596 -6.260 2.858 0.1 0.1 0.3
C 0.324 -4.249 2.651 -0.4 -0.4 0.2
C 0.367 -5.639 2.682 0.2 -0.1 -0.1
H -4.205 0.775 -0.603 -0.2 0.0 0.1
Cl -4.621 -1.122 -3.579 0.1 0.0 0.0
N 0.174 1.348 4.777 0.6 0.0 -0.2
H 1.686 -7.334 2.981 -0.2 0.0 -0.3
H -1.009 -1.561 3.604 0.1 0.0 0.0
H 0.826 2.257 1.722 -0.2 0.2 0.4
H 2.117 3.476 -4.775 0.0 0.1 -0.1
H -0.662 3.158 4.660 -0.5 0.1 0.0
H 0.191 1.176 -0.400 -0.3 -0.1 0.5
C -4.203 1.673 -1.210 0.4 -0.3 -0.2
O -2.304 -4.261 -2.031 0.1 0.0 0.0
Cl 6.026 -0.456 -2.509 0.0 0.0 0.0
N -1.091 -4.309 -2.120 -0.2 0.3 0.2
H -3.541 1.525 -2.050 0.0 0.0 -0.2
H -3.235 -2.791 -4.533 -0.1 -0.2 0.3
Cl -5.811 2.007 -1.817 -0.3 0.0 0.0
N 1.877 3.483 0.499 -0.4 -0.4 -0.1
C -2.031 1.636 3.910 0.0 0.2 -0.5
Cl 3.150 -0.527 -3.095 -0.1 -0.1 0.0
O -0.477 -4.542 -3.135 0.0 -0.1 -0.1
C 0.115 0.071 4.447 0.1 -0.6 0.1
N 0.643 2.691 -3.563 0.0 -0.2 0.0
C -0.998 -0.512 3.867 -0.1 0.0 0.0
H -2.816 2.319 3.619 -0.1 0.0 0.1
C -0.278 -3.992 -0.891 -0.5 -0.8 -1.0
H -0.639 -3.761 2.540 0.1 0.1 -0.1
H 0.483 -4.766 -0.891 0.2 0.2 0.3
H 4.377 1.104 -1.945 -0.1 0.1 0.0
H 0.435 3.941 -5.221 0.1 0.2 0.0
H 4.729 1.077 -3.711 0.0 0.1 0.0
H 1.049 2.297 -5.585 0.0 -0.1 0.0
H 0.119 -3.010 -1.104 0.1 0.1 0.4
Cl 0.500 -0.827 0.905 -0.1 0.1 0.1
N 2.742 -5.589 2.983 0.1 -0.3 0.2
O 0.337 3.558 -2.774 -0.1 0.1 0.2
C 1.946 4.655 -0.115 0.2 0.1 -0.1
H -2.356 -1.732 -3.365 0.0 -0.1 0.0
C -2.088 0.291 3.597 -0.4 -0.3 -0.1
C 1.093 3.141 -4.908 0.0 -0.2 0.0
C 0.049 5.493 1.049 0.2 -0.2 -0.6
H 3.607 -3.715 3.064 0.1 -0.2 0.2
O 0.639 1.498 -3.334 0.0 0.2 0.0
H 2.727 4.770 -0.861 0.1 0.0 0.1
Cl -2.456 -0.885 -5.571 -0.1 0.0 0.4
C -3.093 -1.791 -4.153 0.2 0.3 -0.8
H 1.516 -2.472 2.913 0.0 0.0 -0.1
C -0.050 4.258 1.672 -0.9 0.3 -0.1
C -0.859 2.109 4.460 0.3 0.6 0.5
C 0.860 3.277 1.351 0.9 -0.2 -0.4
C 2.676 -4.271 3.007 0.0 0.6 -0.6
Cl -3.546 3.005 -0.263 0.1 0.2 0.2
C 1.067 5.692 0.123 -0.4 0.5 0.6

Number 1: strongest force on any atom 1.9 eV/Å, energy -47785.37383 a.u.. Number 2: strongest force on any atom 5.2 eV/Å, energy -3774.57463 a.u.. Number 3: strongest force on any atom 1.3 eV/Å, energy -5073.65150 a.u..